1.
Entry from the Open Molecules 2025 dataset: a molecular structure, C32H31AsF7N7O9S2V (the ωB97M-V functional and the def2-TZVPD basis).

ORCA input file:
```
! wB97M-V def2-TZVPD RIJCOSX def2/J DEFGRID3
* xyz -1 3
V -0.121 0.057 3.081
C -2.478 -0.988 -2.053
S -1.179 -2.011 -1.330
C -0.791 -1.042 0.132
S -0.420 -1.915 1.528
N -0.862 0.245 -0.050
N -0.688 0.930 1.132
C -0.874 2.185 1.099
C -0.805 2.904 2.367
C -0.998 4.267 2.460
C -1.014 4.851 3.718
C -0.851 4.054 4.828
C -0.629 2.694 4.652
N -0.593 2.135 3.448
H -2.899 -1.550 -2.889
H -3.268 -0.826 -1.322
H -2.093 -0.031 -2.401
H -1.163 2.681 0.175
H -1.138 4.853 1.561
H -1.141 5.921 3.825
H -0.830 4.466 5.826
H -0.433 2.045 5.492
F -0.069 0.804 -4.504
C 0.795 0.103 -3.706
C 1.207 0.640 -2.519
C 1.983 -0.119 -1.650
C 2.274 0.446 -0.296
O 2.058 1.622 -0.066
C 2.800 -0.540 0.636
C 3.192 -1.743 0.177
N 3.067 -2.188 -1.117
C 3.440 -3.531 -1.448
C 4.747 -4.046 -0.944
C 4.576 -3.753 -2.408
C 2.370 -1.412 -2.020
C 1.990 -1.917 -3.269
C 1.169 -1.181 -4.097
N 0.638 -1.837 -5.259
C -0.441 -2.757 -4.943
C -0.582 -3.763 -6.063
N -0.850 -2.994 -7.335
C 0.242 -1.992 -7.626
C 0.343 -1.056 -6.436
C 2.812 -0.428 2.154
O 3.711 -0.992 2.757
O 1.805 0.169 2.655
H 0.888 1.622 -2.193
H 3.605 -2.455 0.879
H 2.610 -4.231 -1.487
H 4.782 -5.075 -0.619
H 5.358 -3.364 -0.370
H 4.501 -4.583 -3.098
H 5.061 -2.867 -2.794
H 2.284 -2.912 -3.574
H -1.401 -2.230 -4.802
H -0.230 -3.271 -4.007
H -1.406 -4.459 -5.916
H 0.350 -4.303 -6.222
H -1.726 -2.479 -7.213
H -0.980 -3.628 -8.122
H -0.030 -1.475 -8.544
H 1.157 -2.563 -7.767
H -0.594 -0.481 -6.356
H 1.140 -0.337 -6.617
O -3.694 0.458 1.100
C -4.195 1.327 2.030
C -4.826 2.504 1.646
C -5.355 3.358 2.604
C -5.277 3.021 3.946
C -4.647 1.838 4.317
C -4.077 0.991 3.378
C -3.262 -0.209 3.854
O -3.775 -1.023 4.603
O -2.067 -0.178 3.415
H -3.621 0.910 0.253
H -4.903 2.749 0.590
H -5.831 4.281 2.296
H -5.691 3.677 4.701
H -4.565 1.561 5.360
F 1.951 2.581 4.181
As 3.051 3.580 5.084
F 3.757 2.193 5.827
F 4.205 3.528 3.794
F 4.099 4.631 5.999
F 2.302 4.990 4.357
F 1.862 3.671 6.371
O 0.410 -1.908 4.280
N 0.305 -1.230 5.326
O 0.434 -1.671 6.435
O 0.034 0.004 5.126
*
```

LUMO energy (spin up / spin down)   -0.7 / -0.7 eV
Strongest force on any atom   1.1 eV/Å
Electronic energy   -189767.4447 eV

Partial atomic charges computed with the Löwdin method, in multiples of e:
1. V 0.8917
2. C -0.4082
3. S 0.8061
4. C -1.0896
5. S 0.7444
6. N -0.0452
7. N -0.0572
8. C -0.0515
9. C -0.2273
10. C -0.0021
11. C -0.0454
12. C -0.0338
13. C -0.0883
14. N 0.0559
15. H 0.0094
16. H 0.0262
17. H 0.0236
18. H 0.1358
19. H 0.1121
20. H 0.1101
21. H 0.1137
22. H 0.1164
23. F 0.0320
24. C -0.2041
25. C 0.0669
26. C -0.0543
27. C -0.3217
28. O 0.0863
29. C -0.0249
30. C 0.0287
31. N 0.0018
32. C -0.2813
33. C -0.0845
34. C -0.1010
35. C -0.1380
36. C 0.0412
37. C -0.1875
38. N -0.0880
39. C -0.1535
40. C -0.0831
41. N 0.0518
42. C -0.0884
43. C -0.1641
44. C -0.5884
45. O 0.0635
46. O -0.1277
47. H 0.1376
48. H 0.1451
49. H 0.1530
50. H 0.1048
51. H 0.1124
52. H 0.0942
53. H 0.1089
54. H 0.1163
55. H 0.1313
56. H 0.1237
57. H 0.1369
58. H 0.1390
59. H 0.1782
60. H 0.1773
61. H 0.1336
62. H 0.1378
63. H 0.1287
64. H 0.1484
65. O 0.0452
66. C -0.2672
67. C -0.0405
68. C -0.1100
69. C -0.1018
70. C -0.0204
71. C -0.0586
72. C -0.5843
73. O 0.0603
74. O -0.1478
75. H 0.0838
76. H 0.1053
77. H 0.0925
78. H 0.0923
79. H 0.1212
80. F -0.2353
81. As 0.7167
82. F -0.2477
83. F -0.2592
84. F -0.2786
85. F -0.2814
86. F -0.2749
87. O -0.0710
88. N -0.5157
89. O 0.0981
90. O -0.1069

=====

2.
Entry from the Open Molecules 2025 dataset: 6 unconnected molecules or ions with the total composition C32H31BFN5O10 (the ωB97M-V functional and the def2-TZVPD basis).

ORCA input file:
```
! wB97M-V def2-TZVPD RIJCOSX def2/J DEFGRID3
* xyz 0 1
O 1.396 -3.928 1.026
N 1.730 -3.687 2.176
O 1.616 -4.467 3.100
C 2.308 -2.365 2.456
C 2.420 -1.449 1.425
C 2.942 -0.198 1.701
C 3.345 0.118 2.991
C 3.231 -0.818 4.009
C 2.707 -2.072 3.746
H 2.102 -1.705 0.427
H 3.029 0.533 0.909
H 3.741 1.101 3.204
H 3.543 -0.568 5.013
H 2.607 -2.806 4.531
O -2.688 -7.024 -3.442
N -2.016 -6.467 -2.596
O -2.259 -5.372 -2.119
C -0.812 -7.156 -2.100
C -0.465 -8.377 -2.647
C 0.672 -9.013 -2.179
C 1.438 -8.427 -1.180
C 1.067 -7.203 -0.640
C -0.066 -6.557 -1.101
H -1.071 -8.822 -3.421
H 0.961 -9.968 -2.596
H 2.326 -8.929 -0.818
H 1.658 -6.750 0.144
H -0.366 -5.608 -0.682
O -0.349 3.689 3.512
N -0.036 3.085 2.501
O 1.018 2.494 2.352
C -0.989 3.081 1.380
C -2.162 3.803 1.496
C -3.045 3.815 0.431
C -2.746 3.108 -0.727
C -1.565 2.385 -0.822
C -0.674 2.369 0.238
H -2.382 4.354 2.396
H -3.963 4.381 0.505
H -3.437 3.123 -1.559
H -1.334 1.829 -1.720
H 0.248 1.812 0.173
O 3.179 1.608 -3.141
N 3.435 1.740 -4.324
O 4.269 2.503 -4.773
C 2.675 0.918 -5.282
C 1.698 0.070 -4.802
C 0.979 -0.698 -5.702
C 1.247 -0.608 -7.061
C 2.237 0.249 -7.523
C 2.959 1.023 -6.630
H 1.490 0.011 -3.744
H 0.206 -1.362 -5.341
H 0.682 -1.206 -7.763
H 2.446 0.318 -8.581
H 3.730 1.694 -6.976
O -4.559 8.833 3.783
N -4.126 7.698 3.844
O -4.446 6.792 3.093
C -3.143 7.395 4.897
C -2.770 8.392 5.778
C -1.847 8.091 6.766
C -1.313 6.812 6.857
C -1.701 5.827 5.960
C -2.625 6.118 4.972
H -3.189 9.383 5.694
H -1.543 8.858 7.464
H -0.591 6.583 7.629
H -1.282 4.833 6.023
H -2.932 5.359 4.271
B -2.158 -2.167 -1.011
C -1.112 -1.923 -2.141
C 0.186 -2.664 -1.813
F -0.841 -0.526 -2.303
H -2.334 -1.303 -0.211
H -2.744 -3.192 -0.954
H -1.489 -2.285 -3.101
H 0.195 -3.620 -2.325
H 0.293 -2.864 -0.749
H 1.027 -2.051 -2.122
*
```

LUMO energy   -0.7 eV
Strongest force on any atom   0.4 eV/Å
SMILES   O=[N+]([O-])c1ccccc1.O=[N+]([O-])c1ccccc1.O=[N+]([O-])c1ccccc1.O=[N+]([O-])c1ccccc1.O=[N+]([O-])c1ccccc1.B[C@H](C)F
Electronic energy   -64991.7498 eV

Partial atomic charges computed with the Löwdin method, in multiples of e:
1. O 0.0447
2. N -0.3359
3. O 0.0852
4. C -0.1465
5. C 0.0046
6. C -0.0608
7. C -0.0653
8. C -0.0589
9. C -0.0028
10. H 0.1053
11. H 0.1117
12. H 0.1111
13. H 0.1090
14. H 0.1189
15. O 0.0838
16. N -0.3396
17. O 0.0518
18. C -0.1452
19. C -0.0060
20. C -0.0668
21. C -0.0668
22. C -0.0551
23. C -0.0018
24. H 0.1184
25. H 0.1073
26. H 0.1073
27. H 0.1038
28. H 0.1077
29. O 0.0660
30. N -0.3386
31. O 0.0690
32. C -0.1422
33. C 0.0014
34. C -0.0565
35. C -0.0611
36. C -0.0575
37. C 0.0050
38. H 0.0949
39. H 0.1106
40. H 0.1083
41. H 0.0956
42. H 0.1155
43. O 0.0692
44. N -0.3493
45. O 0.0780
46. C -0.1463
47. C -0.0029
48. C -0.0589
49. C -0.0690
50. C -0.0658
51. C -0.0041
52. H 0.1032
53. H 0.1044
54. H 0.1072
55. H 0.1076
56. H 0.1190
57. O 0.0792
58. N -0.3473
59. O 0.0647
60. C -0.1460
61. C -0.0048
62. C -0.0659
63. C -0.0662
64. C -0.0584
65. C -0.0030
66. H 0.1187
67. H 0.1072
68. H 0.1072
69. H 0.1059
70. H 0.0993
71. B 0.0915
72. C -0.3703
73. C -0.0362
74. F -0.0973
75. H 0.0432
76. H 0.0318
77. H 0.1242
78. H 0.0775
79. H 0.0433
80. H 0.0798

=====

3.
Entry from the Open Molecules 2025 dataset: a molecular structure, C32H31BrF4N3O3PRe (the ωB97M-V functional and the def2-TZVPD basis).

ORCA input file:
```
! wB97M-V def2-TZVPD RIJCOSX def2/J DEFGRID3
* xyz 2 2
Re 0.625 0.457 -0.511
C 4.344 -2.285 0.405
N 3.848 -1.434 1.487
C 4.633 -1.469 2.720
C 2.753 -0.726 1.341
O 2.074 -0.794 0.284
C 2.243 0.170 2.469
O 1.206 1.009 1.998
C 1.490 2.396 1.965
C 2.163 2.774 0.644
O 2.239 1.906 -0.269
N 2.653 3.981 0.489
C 3.319 4.368 -0.755
C 2.606 5.014 1.517
H 5.424 -2.172 0.353
H 3.890 -1.989 -0.536
H 4.102 -3.326 0.623
H 5.577 -0.944 2.573
H 4.841 -2.510 2.964
H 4.089 -1.028 3.549
H 3.062 0.755 2.894
H 1.831 -0.463 3.261
H 2.112 2.680 2.817
H 0.533 2.914 2.059
H 3.435 3.499 -1.394
H 4.296 4.784 -0.513
H 2.723 5.126 -1.261
H 1.829 4.816 2.249
H 2.376 5.962 1.036
H 3.572 5.098 2.016
F 1.909 -6.499 -1.570
C 1.257 -5.373 -1.375
C 0.125 -5.345 -0.576
F -0.316 -6.450 -0.007
C -0.550 -4.142 -0.384
F -1.658 -4.180 0.351
C -0.109 -2.954 -0.945
P -0.947 -1.353 -0.714
C -1.908 -1.401 0.821
C -3.196 -0.887 0.882
C -3.848 -0.800 2.106
C -3.220 -1.221 3.265
C -1.925 -1.726 3.209
C -1.270 -1.806 1.996
C -2.112 -1.269 -2.088
C -1.868 -0.430 -3.170
C -2.727 -0.434 -4.260
C -3.827 -1.277 -4.269
C -4.070 -2.123 -3.193
C -3.215 -2.127 -2.107
C 1.007 -3.014 -1.792
Br 1.573 -1.532 -2.827
C 1.688 -4.200 -1.994
F 2.749 -4.254 -2.786
H -3.702 -0.552 -0.013
H -4.856 -0.411 2.145
H -3.737 -1.167 4.213
H -1.438 -2.069 4.112
H -0.263 -2.210 1.956
H -1.007 0.230 -3.169
H -2.532 0.215 -5.102
H -4.495 -1.281 -5.119
H -4.926 -2.783 -3.205
H -3.404 -2.799 -1.279
N -0.658 1.511 -0.767
C -1.716 2.401 -0.784
C -2.056 3.032 -1.982
C -3.123 3.914 -1.983
C -3.832 4.155 -0.813
C -3.487 3.518 0.373
C -2.425 2.630 0.399
H -1.492 2.831 -2.881
H -3.405 4.415 -2.898
H -4.665 4.844 -0.825
H -4.052 3.709 1.275
H -2.158 2.096 1.302
*
```

LUMO energy (spin up / spin down)   -5.8 / -5.7 eV
Strongest force on any atom   1.2 eV/Å
Electronic energy   -136617.2469 eV

Partial atomic charges computed with the Löwdin method, in multiples of e:
1. Re 1.2777
2. C 0.0254
3. N -0.0991
4. C 0.0116
5. C -0.3528
6. O -0.2021
7. C -0.0782
8. O -0.1760
9. C -0.0903
10. C -0.3784
11. O -0.1214
12. N -0.1105
13. C 0.0167
14. C 0.0035
15. H 0.1104
16. H 0.0808
17. H 0.1132
18. H 0.1148
19. H 0.1131
20. H 0.0897
21. H 0.1423
22. H 0.1566
23. H 0.1420
24. H 0.1468
25. H 0.0937
26. H 0.1090
27. H 0.1097
28. H 0.0908
29. H 0.1095
30. H 0.1138
31. F 0.1751
32. C -0.1222
33. C -0.1233
34. F 0.1686
35. C -0.1985
36. F 0.1218
37. C -0.2810
38. P 0.9608
39. C -0.3627
40. C -0.0868
41. C -0.0549
42. C -0.0539
43. C -0.0607
44. C -0.1102
45. C -0.3560
46. C -0.1245
47. C -0.0558
48. C -0.0452
49. C -0.0465
50. C -0.0808
51. C -0.5614
52. Br 0.9148
53. C -0.2616
54. F 0.1030
55. H 0.1085
56. H 0.1164
57. H 0.1156
58. H 0.1125
59. H 0.1053
60. H 0.0635
61. H 0.1146
62. H 0.1179
63. H 0.1185
64. H 0.1141
65. N -0.1639
66. C -0.3319
67. C -0.0145
68. C -0.0496
69. C -0.0469
70. C -0.0547
71. C -0.0268
72. H 0.1166
73. H 0.1179
74. H 0.1185
75. H 0.1160
76. H 0.1116